Entry 1:
Here is the molecule C6H11N3 from OMol25. Energies are from the ωB97M-V functional and the def2-TZVPD basis.

Results
DFT total energy in a.u.: -399.2665
Structure (SMILES): CN1C[C@@H]([C@H]2CN2)C=N1
Charge: 0
Molecular weight in g/mol: 125.2

Geometry (Å):
C1 -1.65 -1.98 -1.94
N1 -0.92 -0.88 -1.52
C2 -1.01 -0.05 -0.16
C3 0.21 0.88 0.00
C4 0.87 0.63 1.37
C5 1.79 1.37 2.16
N2 0.37 1.61 2.49
C6 0.98 0.39 -1.37
N3 0.33 -0.63 -2.06
H1 -1.97 -2.96 -1.11
H2 -1.04 -2.34 -2.81
H3 -2.72 -1.74 -2.48
H4 -0.98 -1.01 0.53
H5 -2.03 0.42 -0.34
H6 0.10 1.92 -0.16
H7 0.99 -0.46 1.46
H8 2.54 0.82 2.86
H9 2.39 2.32 1.80
H10 -0.17 0.96 3.24
H11 1.92 0.73 -1.95

Mulliken population analysis, charges in e, atoms 1 to 8: number 1, C, carries -0.761; number 2, N, carries 0.399; number 3, C, carries -0.807; number 4, C, carries 0.323; number 5, C, carries -0.391; number 6, C, carries -0.230; number 7, N, carries -0.539; number 8, C, carries -0.401

Entry 2:
Here is a structure of composition C6H11N3 from OMol25. Energies are from the ωB97M-V functional and the def2-TZVPD basis.

Results
DFT total energy in a.u.: -399.1758
Charge: 0
Molecular weight in g/mol: 125.2

Geometry (Å):
C1 -0.49 -0.62 1.15
C2 0.51 -0.91 0.06
C3 0.74 -1.98 -0.74
C4 1.97 -2.48 -1.06
C5 0.83 0.22 -0.48
C6 -0.76 2.29 -0.02
H1 -2.38 -1.26 0.01
H2 -2.70 -0.09 1.26
H3 -0.28 0.71 1.45
H4 -0.50 -1.43 2.01
H5 -0.31 -2.62 -1.11
H6 1.83 -3.16 -2.11
H7 2.86 -1.84 -0.29
H8 1.78 0.38 -1.21
H9 1.15 2.28 -0.29
H10 -1.58 1.78 0.17
H11 -0.20 4.00 0.54
N1 -1.87 -0.38 0.57
N2 0.53 1.58 -0.10
N3 -1.14 3.54 0.19

Mulliken population analysis, charges in e, atoms 1 to 8: number 1, C, carries -0.564; number 2, C, carries 0.100; number 3, C, carries -0.023; number 4, C, carries -0.562; number 5, C, carries -0.104; number 6, C, carries -0.126; number 7, H, carries 0.215; number 8, H, carries 0.242